[1]
Formula: C18H49N4O6
Source: OMol25
Level of theory: ωB97M-V/def2-TZVPD

Cartesian coordinates (Å):
N -1.345 -2.200 -0.200
C -0.617 -1.103 0.447
C -1.431 0.196 0.692
C -2.927 0.096 0.570
C -3.692 1.190 0.767
N -5.020 0.773 0.614
C -5.020 -0.520 0.338
C -6.281 -1.366 0.125
N -6.000 -2.785 -0.039
N -3.772 -0.962 0.315
H -1.240 -3.062 0.321
H -1.138 -2.311 -1.190
H -0.201 -1.447 1.402
H 0.249 -0.836 -0.185
H -1.061 0.998 0.020
H -1.191 0.557 1.704
H -3.369 2.193 1.018
H -5.835 1.360 0.719
H -6.938 -1.255 1.005
H -6.831 -0.950 -0.731
H -5.191 -3.059 0.505
H -5.880 -3.046 -1.010
H -3.422 -1.906 0.157
C -1.552 4.779 0.901
C -0.210 4.512 0.248
O -0.166 3.188 -0.293
H -1.737 4.056 1.699
H -1.590 5.783 1.322
H -2.363 4.674 0.174
H 0.591 4.597 0.979
H -0.020 5.227 -0.558
H -0.869 3.120 -0.948
C 0.112 -6.599 1.789
C 0.006 -5.438 2.758
O -1.269 -4.794 2.637
H -0.023 -6.253 0.762
H 1.083 -7.088 1.870
H -0.670 -7.338 1.984
H 0.774 -4.695 2.547
H 0.132 -5.780 3.789
H -1.945 -5.450 2.834
C 4.139 -1.496 2.336
C 3.017 -2.477 2.049
O 3.188 -3.671 2.806
H 5.104 -1.941 2.094
H 4.018 -0.580 1.754
H 4.162 -1.235 3.396
H 3.011 -2.750 0.993
H 2.044 -2.039 2.299
H 3.184 -3.429 3.738
C -0.992 0.698 -3.981
C -1.191 -0.226 -2.795
O -0.764 -1.550 -3.109
H -1.550 0.336 -4.845
H -1.323 1.712 -3.748
H 0.061 0.732 -4.269
H -2.247 -0.273 -2.522
H -0.625 0.129 -1.930
H 0.172 -1.504 -3.340
C 3.582 -0.068 -2.338
C 3.576 -1.411 -3.046
O 2.912 -1.320 -4.306
H 2.560 0.287 -2.182
H 4.081 -0.138 -1.370
H 4.095 0.684 -2.941
H 3.045 -2.154 -2.451
H 4.598 -1.765 -3.210
H 3.385 -0.672 -4.839
C 4.504 6.521 0.156
C 3.115 6.159 0.647
O 2.464 7.298 1.203
H 5.106 6.916 0.974
H 5.011 5.651 -0.265
H 4.452 7.298 -0.610
H 3.171 5.397 1.426
H 2.502 5.770 -0.174
H 2.405 7.967 0.513

As for the net charge: +1. Its HOMO energy is -12.000 eV. The value obtained for the LUMO energy is -2.32 eV. The calculation puts the HOMO-LUMO gap at 9.678 eV. As for the largest force on an atom: 2.0 eV/A. For the total energy, the calculation gives -1385.422184 hartree.

[2]
Formula: C6H16N3
Source: OMol25
Level of theory: ωB97M-V/def2-TZVPD

Cartesian coordinates (Å):
C -0.750 -0.381 -2.439
C -0.223 -0.921 -1.156
C 0.211 -0.332 -0.057
N 0.835 -0.937 1.042
C 0.667 -2.360 1.261
N 0.913 -0.141 2.215
N 0.243 1.259 0.252
C 1.177 1.937 -0.649
C -1.093 1.858 0.274
H -1.651 -0.931 -2.711
H -0.018 -0.564 -3.226
H -0.983 0.678 -2.422
H -0.145 -2.000 -1.150
H 1.095 -2.917 0.427
H 1.220 -2.630 2.161
H -0.386 -2.638 1.388
H 0.214 -0.405 2.913
H 1.837 -0.244 2.630
H 0.624 1.188 1.234
H 1.322 2.966 -0.325
H 2.134 1.421 -0.637
H 0.793 1.938 -1.668
H -1.695 1.399 1.057
H -1.004 2.925 0.479
H -1.601 1.724 -0.680

As for the net charge: +1. Its HOMO energy is -12.324 eV. The value obtained for the LUMO energy is -2.65 eV. The calculation puts the HOMO-LUMO gap at 9.678 eV. As for the largest force on an atom: 3.0 eV/A. For the total energy, the calculation gives -402.176869 hartree. The relative energy (zero: lowest compared OMol25 entry of this formula, charge and spin) comes out at 1.0589 eV. The SMILES is C/C=C(/N(C)N)[NH+](C)C.

[3]
Formula: C19H22IrN8S3
Source: OMol25
Level of theory: ωB97M-V/def2-TZVPD

Cartesian coordinates (Å):
Ir 0.739 -1.695 0.071
N 3.928 -0.965 -1.412
C 3.903 -1.451 -0.198
N 2.790 -1.790 0.478
C 3.112 -2.341 1.691
C 4.481 -2.391 1.970
S 5.387 -1.772 0.700
C 2.003 -2.782 2.444
C 1.918 -3.341 3.689
S 0.307 -3.628 4.158
C -0.259 -2.950 2.650
N 0.760 -2.596 1.810
N -1.525 -2.811 2.373
H 3.068 -0.801 -1.920
H 4.800 -0.769 -1.893
H 4.962 -2.774 2.861
H 2.732 -3.591 4.359
H -2.245 -3.108 3.024
H -1.824 -2.373 1.508
N -0.782 -3.878 -1.844
C -1.540 -2.865 -1.452
N -1.143 -1.911 -0.547
C -2.199 -0.991 -0.308
C -2.184 0.048 0.618
C -3.333 0.818 0.765
C -4.467 0.560 0.000
C -4.491 -0.484 -0.919
C -3.347 -1.250 -1.050
S -3.122 -2.664 -2.069
H 0.147 -4.033 -1.490
H -1.123 -4.539 -2.529
H -1.304 0.245 1.221
H -3.353 1.619 1.491
H -5.353 1.167 0.130
H -5.383 -0.694 -1.494
N 0.850 -0.041 -0.908
C 0.671 1.096 -1.196
N 0.514 2.306 -1.497
C -0.840 2.875 -1.838
C -1.213 3.952 -0.830
C -0.101 4.984 -0.647
C 1.228 4.320 -0.302
C 1.624 3.319 -1.377
H -1.551 2.050 -1.869
H -0.730 3.285 -2.844
H -1.467 3.484 0.124
H -2.119 4.434 -1.200
H -0.379 5.680 0.143
H 0.008 5.580 -1.557
H 1.168 3.812 0.666
H 2.029 5.057 -0.227
H 2.553 2.792 -1.171
H 1.694 3.796 -2.356

As for the net charge: +4. Its HOMO energy (alpha / beta) is -19.625 / -19.618 eV. The value obtained for the LUMO energy (alpha / beta) is -14.92 / -15.14 eV. The calculation puts the HOMO-LUMO gap (alpha / beta) at 4.701 / 4.481 eV. The spin multiplicity is 2. As for the largest force on an atom: 0.7 eV/A. Its expectation value of S² is 0.83. For the total energy, the calculation gives -2472.685946 hartree. The relative energy (zero: lowest compared OMol25 entry of this formula, charge and spin) comes out at 0.0827 eV.

[4]
Formula: CH3F2PS
Source: OMol25
Level of theory: ωB97M-V/def2-TZVPD

Cartesian coordinates (Å):
C -1.706 -0.073 0.377
F 2.514 -0.720 -0.458
F 1.864 1.293 0.524
P 1.741 0.592 -0.914
S -1.603 -1.692 0.023
H 0.568 -0.014 -0.582
H -1.506 -0.048 1.382
H -1.873 0.663 -0.351

As for the net charge: 0. Its HOMO energy (alpha / beta) is -7.559 / -10.112 eV. The value obtained for the LUMO energy (alpha / beta) is 0.78 / -2.37 eV. The calculation puts the HOMO-LUMO gap (alpha / beta) at 8.342 / 7.739 eV. The spin multiplicity is 3. As for the largest force on an atom: 2.9 eV/A. Its expectation value of S² is 2.01. For the total energy, the calculation gives -979.092735 hartree. The relative energy (zero: lowest compared OMol25 entry of this formula, charge and spin) comes out at 0.0000 eV.

[5]
Formula: C13H10I2N2O7OsS
Source: OMol25
Level of theory: ωB97M-V/def2-TZVPD

Cartesian coordinates (Å):
Os -0.068 -0.334 -1.097
O 1.755 -0.114 -1.868
C 2.482 0.912 -1.984
C 2.153 2.200 -1.526
C 3.072 3.243 -1.760
C 2.765 4.494 -1.328
C 1.571 4.771 -0.665
C 0.669 3.757 -0.416
C 0.946 2.468 -0.840
O 0.040 1.510 -0.563
N 3.724 5.593 -1.575
O 4.814 5.279 -1.992
O 3.355 6.706 -1.286
H 3.438 0.760 -2.483
H 4.009 3.065 -2.272
H 1.366 5.788 -0.356
H -0.259 3.950 0.104
N -2.067 -0.215 -0.315
C -2.205 -1.329 0.611
C -1.314 -1.383 1.683
C -1.240 -2.529 2.449
C -2.065 -3.603 2.122
C -3.051 -3.492 1.129
C -3.112 -2.339 0.362
S -1.675 -5.209 2.826
O -1.458 -5.996 1.431
O -2.810 -5.797 3.429
O -0.412 -5.078 3.461
H -2.807 -0.220 -1.015
H -2.125 0.681 0.174
H -0.661 -0.543 1.902
H -0.519 -2.622 3.251
H -3.740 -4.310 0.948
H -3.836 -2.258 -0.441
I -0.224 -2.801 -2.121
I -0.511 -5.003 0.021

As for the net charge: +2. Its HOMO energy (alpha / beta) is -15.856 / -16.007 eV. The value obtained for the LUMO energy (alpha / beta) is -7.83 / -10.82 eV. The calculation puts the HOMO-LUMO gap (alpha / beta) at 8.029 / 5.192 eV. The spin multiplicity is 5. As for the largest force on an atom: 0.8 eV/A. Its expectation value of S² is 6.02. For the total energy, the calculation gives -2221.007111 hartree. The relative energy (zero: lowest compared OMol25 entry of this formula, charge and spin) comes out at 0.2021 eV.

[6]
Formula: C12H20Cl2LuN2Se
Source: OMol25
Level of theory: ωB97M-V/def2-TZVPD

Cartesian coordinates (Å):
Lu -0.558 -0.215 0.390
Cl -1.781 0.010 -1.794
Cl 1.261 -0.237 2.128
C -1.466 -1.798 1.427
H -1.205 -1.695 2.515
H -2.496 -2.124 1.154
C 0.818 -1.643 -0.637
C -0.346 -2.411 0.527
H 1.114 -0.500 -0.741
C -0.931 -3.482 -0.396
H 0.496 -2.865 1.201
C 0.149 -4.331 -1.119
H -1.572 -4.130 0.265
H -1.570 -2.968 -1.147
C 0.964 -3.499 -2.066
H 0.761 -4.817 -0.375
H -0.373 -5.134 -1.671
C 1.839 -2.549 -1.144
H 1.564 -4.090 -2.783
H 0.305 -2.857 -2.655
H 2.416 -3.140 -0.360
H 2.554 -1.968 -1.823
C -1.688 3.369 -1.370
N -0.627 3.543 -0.396
C 0.435 4.413 -0.553
C 1.167 4.379 0.573
N 0.536 3.460 1.466
C 0.945 3.209 2.795
C -0.587 2.952 0.836
Se -1.945 1.996 1.726
H -2.377 2.583 -1.010
H -1.260 3.037 -2.320
H -2.239 4.304 -1.520
H 0.568 4.975 -1.453
H 2.053 4.884 0.869
H 1.896 2.657 2.818
H 1.023 4.131 3.372
H 0.158 2.551 3.271

As for the net charge: -1. Its HOMO energy is -1.798 eV. The value obtained for the LUMO energy is 2.51 eV. The calculation puts the HOMO-LUMO gap at 4.312 eV. As for the largest force on an atom: 4.5 eV/A. For the total energy, the calculation gives -5136.122142 hartree.

Q: Which value of net charge does entry 3 give?
A: +4

Q: Which value of net charge does entry 4 give?
A: 0